[1]
C3H5N3 | ωB97M-V with the def2-TZVPD basis set

The geometry in XYZ format:
```
11
Properties=species:S:1:pos:R:3:forces:R:3:lowdin_charge:R:1
N -1.3614 -1.3949 0.4231 -0.84 -4.36 -2.11 0.073
N 1.1279 0.5785 -1.2015 2.31 0.68 1.23 -0.074
N 0.2022 -0.4389 -1.1282 0.11 -1.72 -1.02 -0.138
C -0.3037 -0.7120 0.1300 -4.53 0.29 -2.05 -0.491
C -0.3320 0.3765 1.0562 2.49 2.49 2.70 -0.120
C -0.1477 1.2453 1.9008 -0.75 -3.18 -3.13 0.149
H -1.7573 -2.2223 -0.3491 1.95 3.12 2.32 0.135
H -0.1176 1.8847 2.6933 0.04 1.45 1.47 0.000
H -0.0506 -0.9584 -2.0453 0.55 1.11 2.67 0.180
H 0.6103 1.4516 -0.7704 2.38 -2.11 -0.68 0.114
H 2.1298 0.1898 -0.7088 -3.72 2.24 -1.40 0.172
```
Positions in Å, forces in eV/Å.

Properties
* E_LUMO: 0.7 eV
* frontier orbital gap: 9.75 eV
* HOMO level: -0.333 hartree
* energy relative to the best compared isomer or geometry (same formula, charge and spin): 536.7 kJ/mol

=====

[2]
C6H16S | ωB97M-V with the def2-TZVPD basis set

The geometry in XYZ format:
```
23
Properties=species:S:1:pos:R:3:forces:R:3:lowdin_charge:R:1
S 0.5615 -0.5278 -2.0404 -0.73 0.20 -0.62 0.719
C 0.6520 1.2392 -2.4485 -0.23 0.08 -0.53 -0.436
C -0.9765 -0.9473 -2.9691 0.76 -0.08 -0.21 -0.403
C 0.7056 -0.5184 1.5640 1.01 0.53 0.00 -0.306
C -0.6264 0.0889 2.0124 -0.45 0.22 -0.57 -0.267
C 1.7571 -0.7131 2.6837 -1.42 0.06 1.39 -0.123
C -1.3931 0.6827 0.8259 0.09 -0.28 -0.42 -0.139
H -2.3770 1.0200 1.1202 -0.22 0.36 0.19 0.063
H 0.9052 1.3750 -3.5202 0.35 -0.05 0.72 0.037
H 1.3606 1.7007 -1.7531 0.06 -0.05 -0.43 0.029
H -1.8768 -0.7245 -2.3804 0.28 0.06 -0.34 0.027
H -1.3237 -0.6760 2.4134 0.75 0.34 0.40 0.112
H -0.9130 -2.0182 -3.1840 -0.17 0.11 0.23 0.022
H 2.6307 -1.2558 2.3347 0.12 0.11 0.02 0.056
H 0.5515 -1.4736 1.0894 -0.33 -0.48 -0.16 0.085
H -0.8374 1.4908 0.3620 0.04 0.36 0.05 0.061
H 2.0302 0.2511 3.1565 0.16 -0.36 -0.52 0.067
H -0.4708 0.9267 2.7276 -0.06 -0.76 -0.09 0.113
H 1.1547 0.0837 0.7253 -0.40 -0.22 0.91 0.081
H -0.9540 -0.4528 -3.9597 -0.20 -0.03 0.66 0.040
H 1.3063 -1.2835 3.5669 0.51 0.41 -1.25 0.087
H -0.3025 1.7596 -2.3375 -0.09 -0.27 0.36 0.032
H -1.5642 -0.0276 0.0112 0.16 -0.25 0.22 0.045
```
Positions in Å, forces in eV/Å.

Properties
* E_LUMO: 0.9 eV
* frontier orbital gap: 9.43 eV
* HOMO level: -0.313 hartree
* energy relative to the best compared isomer or geometry (same formula, charge and spin): 44.8 kJ/mol

=====

[3]
C5H14N2 | ωB97M-V with the def2-TZVPD basis set

The geometry in XYZ format:
```
21
Properties=species:S:1:pos:R:3:forces:R:3:lowdin_charge:R:1
N 2.4398 -0.7811 -0.8409 -0.28 0.62 1.79 -0.004
N -1.0868 0.3946 -0.0261 -0.71 1.92 -0.84 -0.278
C -1.8730 0.3043 -1.3284 2.40 -0.89 1.07 -0.062
C 1.0283 -1.3601 1.1976 -4.09 1.73 0.12 -0.082
C -1.5409 1.4739 0.8752 1.94 1.36 -0.60 -0.111
C 0.9969 -0.8697 -0.2989 2.00 0.99 1.24 -0.357
C 0.2892 0.5621 -0.3690 2.45 -2.86 1.81 -0.248
H 2.9731 -0.1902 -0.1478 -0.93 -0.02 -1.00 0.074
H 0.4550 -1.5468 -0.9536 0.00 -0.22 0.11 0.109
H -1.6384 1.2340 -1.9737 -1.11 -1.39 0.83 0.109
H 1.6649 -2.1291 1.5046 1.14 -1.38 -0.17 0.031
H -0.7724 1.5525 1.7084 -1.16 -0.16 -0.83 0.091
H -1.6556 2.5839 0.4509 0.20 -2.25 0.38 0.116
H -1.3794 -0.6165 -1.7784 -0.84 1.25 -0.10 0.086
H -2.8790 -0.0160 -1.0361 -0.09 0.80 -0.64 0.077
H 0.5030 0.9233 -1.3067 -0.06 0.90 -2.76 0.073
H 2.9163 -1.6454 -0.5708 -0.50 -0.36 -0.58 0.047
H -2.4536 1.1045 1.2235 -1.62 0.11 0.99 0.044
H 1.1439 -0.5435 1.9493 0.45 -0.07 -0.87 0.072
H 0.9237 1.2225 0.2444 -0.76 -0.13 0.56 0.121
H -0.0551 -1.6572 1.4765 1.59 0.03 -0.52 0.093
```
Positions in Å, forces in eV/Å.

Properties
* E_LUMO: 1.1 eV
* frontier orbital gap: 9.76 eV
* HOMO level: -0.320 hartree
* energy relative to the best compared isomer or geometry (same formula, charge and spin): 214.1 kJ/mol